*w*
13
Properties=species:S:1:pos:R:3 method="wB97M-V/def2-TZVPD" spin_multiplicity=1 charge=-1
O -2.410 -0.880 -0.284
C -2.557 -1.226 0.925
O -1.671 -1.111 1.851
H -3.568 -1.598 1.221
C 0.282 0.138 0.269
C 1.053 0.863 -0.818
C 2.415 0.856 -1.009
H -0.518 -0.519 -0.159
H 0.948 -0.441 0.845
H -0.303 0.820 0.927
H 0.483 1.476 -1.610
H 2.842 1.241 -1.928
H 3.003 0.383 -0.232

*x*
13
Properties=species:S:1:pos:R:3 method="wB97M-V/def2-TZVPD" spin_multiplicity=1 smiles="[O-]/C=C/CCO" charge=-1
C -0.740 -0.495 1.166
O -1.455 -0.128 2.349
C -0.172 0.790 0.527
C 0.855 0.619 -0.557
C 0.580 -0.208 -1.635
O 1.381 -0.633 -2.521
H 0.007 -1.259 1.364
H -1.447 -0.904 0.440
H -1.034 1.433 0.325
H 0.331 1.319 1.333
H -1.382 0.806 2.517
H 1.900 0.658 -0.264
H -0.458 -0.607 -1.745

*y*
13
Properties=species:S:1:pos:R:3 method="wB97M-V/def2-TZVPD" spin_multiplicity=1 smiles="O=CCCC[O-]" charge=-1
C 0.786 1.070 0.771
O -0.182 1.923 0.467
C 0.347 -0.510 0.717
C -0.926 -0.595 -0.097
C -0.621 -0.369 -1.549
O -1.427 -0.369 -2.453
H 1.451 1.309 1.609
H 1.562 1.237 -0.261
H 0.149 -0.727 1.869
H 1.201 -1.079 0.289
H -1.273 -1.767 0.128
H -1.654 0.134 0.358
H 0.586 -0.259 -1.849

Which structure wins on stability? *w* wins.

*w*
12
Properties=species:S:1:pos:R:3 method="wB97M-V/def2-TZVPD" spin_multiplicity=1
C 0.718 -0.471 0.602
C -2.874 0.837 -0.079
C -0.329 -0.198 -0.134
O 2.175 -1.168 -1.490
O 3.208 -1.507 0.781
S 2.337 -0.843 -0.096
Br 3.124 1.288 0.027
H 0.818 -0.253 1.721
H -2.851 0.176 -0.940
H -3.590 0.612 0.686
H -2.242 1.640 0.069
H -0.495 -0.115 -1.145

*x*
12
Properties=species:S:1:pos:R:3 method="wB97M-V/def2-TZVPD" spin_multiplicity=1 smiles="C[C@]1(Br)CS1(=O)=O"
C -0.493 1.124 0.679
C -0.284 -0.333 0.138
C -0.134 -0.650 -1.418
O 2.175 0.852 0.399
O 1.214 -0.300 2.411
S 1.037 0.339 1.117
Br -1.149 -1.808 1.000
H -0.445 1.765 -0.276
H -1.474 1.326 1.243
H -1.134 -0.945 -1.697
H 0.452 -1.530 -1.535
H 0.235 0.160 -2.060

Which structure wins on stability? *x* wins.

*w*
13
Properties=species:S:1:pos:R:3 method="wB97M-V/def2-TZVPD" spin_multiplicity=1 smiles="C=[PH]=NC.C#N"
C 2.742 -0.267 -0.208
C -0.523 -1.117 1.085
C -1.764 1.334 -0.632
N 2.608 0.683 -0.867
N 0.289 -0.400 0.147
P -0.262 0.635 -0.945
H -0.819 -0.395 1.882
H -1.418 -1.701 0.721
H 0.151 -1.811 1.451
H 2.689 -1.147 0.281
H -2.575 0.622 -0.394
H -2.048 2.208 -1.274
H 0.932 1.356 -1.247

*x*
13
Properties=species:S:1:pos:R:3 method="wB97M-V/def2-TZVPD" spin_multiplicity=1
C 0.574 0.479 1.233
C -0.681 0.062 1.525
C 0.516 0.993 -0.174
N -0.742 0.386 -0.604
N -1.526 0.152 0.469
P 0.248 -1.585 -1.987
H 1.442 0.498 1.856
H -1.045 -0.320 2.461
H 0.399 2.093 -0.157
H 1.359 0.754 -0.818
H -1.239 0.783 -1.392
H 1.237 -1.737 -1.020
H -0.542 -2.557 -1.392

*y*
13
Properties=species:S:1:pos:R:3 method="wB97M-V/def2-TZVPD" spin_multiplicity=1
C 1.189 -0.935 0.332
C 0.990 0.585 0.290
C 0.076 0.861 -0.901
N 0.511 -1.732 -0.267
N -1.112 0.088 -0.924
P -2.019 -0.130 0.447
H 2.016 -1.236 1.139
H 0.344 0.770 1.200
H 1.817 1.139 0.458
H -0.164 2.014 -1.002
H 0.594 0.815 -1.914
H -1.237 -1.244 1.236
H -3.004 -0.995 -0.095

Which structure wins on stability? *x* wins.

*w*
62
Properties=species:S:1:pos:R:3 method="wB97M-V/def2-TZVPD" spin_multiplicity=1
P 0.408 3.145 -2.663
P 3.024 0.009 -2.043
C 2.157 2.694 -2.998
C 2.609 1.239 -3.345
H 2.798 3.146 -2.219
H 2.348 3.281 -3.917
H 1.948 0.790 -4.114
H 3.579 1.358 -3.864
C 4.659 0.538 -1.405
H 4.936 -0.124 -0.571
H 4.629 1.584 -1.056
H 5.419 0.438 -2.191
C 3.431 -1.527 -2.928
H 4.432 -1.442 -3.371
H 2.694 -1.719 -3.721
H 3.441 -2.363 -2.217
C 0.338 4.897 -2.262
H -0.634 5.116 -1.796
H 0.437 5.492 -3.181
H 1.143 5.167 -1.565
C -0.365 2.972 -4.288
H -0.093 2.017 -4.766
H -0.019 3.805 -4.913
H -1.455 3.037 -4.183
Mg -1.697 -0.268 2.710
C 1.462 -0.994 -1.100
C 2.142 0.159 -0.471
C 1.589 1.536 -0.045
C 0.099 1.856 -0.084
C -0.579 2.287 -1.445
C -1.198 1.115 -2.073
C -0.342 0.048 -2.525
C 0.043 -1.075 -1.513
C -3.541 0.209 1.869
H 1.893 -1.964 -0.807
H 2.824 -0.186 0.329
H 2.205 2.346 -0.467
H 1.839 1.581 1.029
H -0.465 1.008 0.336
H -0.072 2.681 0.627
H -1.373 3.004 -1.166
H -2.283 1.070 -2.177
H 0.616 0.535 -2.778
H -0.714 -0.411 -3.459
H -0.624 -1.079 -0.633
H -0.119 -2.041 -2.019
H -4.047 -0.769 1.830
H -3.429 0.653 0.871
H -4.115 0.860 2.542
C -1.675 -1.979 3.752
C -2.099 -2.867 4.511
C -2.669 -3.788 5.403
C -2.140 -3.894 6.704
C -2.850 -4.578 7.685
C -4.071 -5.192 7.370
C -4.573 -5.138 6.059
C -3.863 -4.463 5.069
H -1.188 -3.418 6.929
H -2.458 -4.630 8.703
H -4.642 -5.700 8.151
H -5.519 -5.625 5.814
H -4.229 -4.437 4.044

*x*
62
Properties=species:S:1:pos:R:3 method="wB97M-V/def2-TZVPD" spin_multiplicity=1
P 4.522 0.610 -1.488
P 3.850 -2.230 1.421
C 5.180 -0.230 0.145
C 5.125 -1.751 0.235
H 4.713 0.250 1.047
H 6.235 0.033 0.267
H 4.803 -2.248 -0.684
H 6.082 -2.206 0.541
C 4.716 -1.825 2.977
H 4.301 -2.361 3.832
H 4.672 -0.761 3.201
H 5.761 -2.139 2.872
C 4.440 -4.044 1.569
H 5.300 -4.111 2.253
H 4.782 -4.377 0.586
H 3.661 -4.735 1.914
C 5.928 1.717 -1.859
H 6.373 1.429 -2.824
H 6.681 1.659 -1.073
H 5.626 2.768 -1.928
C 4.542 -0.825 -2.633
H 4.016 -1.673 -2.159
H 5.544 -1.068 -3.004
H 3.905 -0.568 -3.491
Mg 3.344 1.491 0.334
C 1.034 -4.088 2.782
C 1.559 -2.830 2.720
C 0.986 -1.681 1.935
C 0.252 -2.061 0.643
C 1.071 -2.919 -0.314
C 1.793 -4.098 -0.173
C 1.357 -5.297 0.515
C 0.424 -4.923 1.715
C 2.930 1.187 -2.118
H 1.043 -4.545 3.764
H 2.261 -2.514 3.520
H 1.735 -0.925 1.656
H 0.307 -1.156 2.622
H -0.722 -2.519 0.873
H -0.005 -1.096 0.155
H 0.882 -2.513 -1.319
H 2.733 -4.165 -0.730
H 2.278 -5.843 0.827
H 0.875 -6.059 -0.152
H -0.459 -4.421 1.332
H 0.083 -5.869 2.144
H 2.158 1.228 -1.312
H 2.503 0.532 -2.920
H 3.025 2.183 -2.559
C 1.363 1.682 0.593
C 0.132 1.786 0.489
C -1.265 1.918 0.578
C -1.845 2.552 1.697
C -3.218 2.489 1.919
C -4.055 1.846 0.997
C -3.497 1.251 -0.140
C -2.124 1.311 -0.365
H -1.210 3.070 2.408
H -3.658 2.950 2.808
H -5.139 1.828 1.155
H -4.153 0.746 -0.852
H -1.707 0.864 -1.263

Which structure wins on stability? *x* wins.

*w*
12
Properties=species:S:1:pos:R:3 method="wB97M-V/def2-TZVPD" spin_multiplicity=1 smiles="C1=NC=C2C=NC=C12"
C -0.444 0.617 -1.611
C 0.926 1.391 -0.103
C 0.464 0.285 0.451
C 0.451 -0.593 1.633
C -0.929 -1.410 0.123
C -0.490 -0.303 -0.452
H -1.026 0.486 -2.507
H 1.693 2.094 0.169
H 0.978 -0.486 2.567
H -1.654 -2.066 -0.292
N 0.364 1.608 -1.433
N -0.334 -1.624 1.456

*x*
12
Properties=species:S:1:pos:R:3 method="wB97M-V/def2-TZVPD" spin_multiplicity=1 smiles=C#Cc1cnccn1
C -1.976 2.360 0.725
C -1.134 1.563 0.512
C -0.286 0.481 0.210
C -0.189 0.022 -1.166
C 1.285 -1.564 -0.537
C 1.143 -1.208 0.813
H -2.692 3.074 1.000
H -0.801 0.419 -1.983
H 1.951 -2.370 -0.833
H 1.714 -1.651 1.607
N 0.616 -0.942 -1.510
N 0.370 -0.183 1.162

Which structure wins on stability? *x* wins.

*w*
9
Properties=species:S:1:pos:R:3 method="wB97M-V/def2-TZVPD" spin_multiplicity=1
C 1.597 -0.071 -0.362
O 0.545 0.300 0.517
P -0.748 1.094 0.081
S -3.168 -0.571 0.215
H 1.196 -0.588 -1.214
H 2.406 -0.597 0.295
H 2.157 0.783 -0.748
H -0.835 1.549 1.341
H -3.150 -1.899 -0.126

*x*
9
Properties=species:S:1:pos:R:3 method="wB97M-V/def2-TZVPD" spin_multiplicity=1
C 2.255 -0.222 -0.102
O -2.348 -0.602 1.125
P -1.462 -0.376 -0.274
S -2.098 1.599 -0.496
H 2.092 0.615 0.444
H 2.794 -0.302 -0.973
H 2.045 -1.107 0.433
H -1.934 -1.487 1.378
H -1.344 1.882 -1.535

*y*
9
Properties=species:S:1:pos:R:3 method="wB97M-V/def2-TZVPD" spin_multiplicity=1
C 0.939 -0.987 0.151
O 0.569 1.539 -0.572
P 0.251 0.587 0.791
S -3.125 -0.504 0.294
H 0.306 -1.813 0.427
H 1.927 -1.236 0.587
H 1.057 -0.808 -0.908
H 0.711 2.501 -0.734
H -2.636 0.721 -0.037

*z*
9
Properties=species:S:1:pos:R:3 method="wB97M-V/def2-TZVPD" spin_multiplicity=1 smiles=CSPO
C 1.572 0.048 -0.104
O -2.196 0.529 0.465
P -1.327 -0.203 -0.657
S 0.246 -1.181 0.359
H 1.778 0.674 0.734
H 1.291 0.750 -0.830
H 2.370 -0.530 -0.402
H -1.667 1.178 0.929
H -2.067 -1.265 -0.494

Which structure wins on stability? *z* wins.

*w*
7
Properties=species:S:1:pos:R:3 method="wB97M-V/def2-TZVPD" spin_multiplicity=1
C -0.067 1.403 0.181
O -0.107 -2.918 -0.037
S -0.387 -1.583 0.375
Cl 0.487 2.246 1.624
Cl 0.333 2.163 -1.233
Cl -1.610 -0.864 -1.177
Cl 1.352 -0.446 0.267

*x*
7
Properties=species:S:1:pos:R:3 method="wB97M-V/def2-TZVPD" spin_multiplicity=1
C 2.217 -0.540 -0.500
O -2.556 0.621 1.515
S -1.746 -0.046 0.478
Cl 2.372 -1.634 0.791
Cl 3.375 0.643 -0.573
Cl -0.707 1.444 -0.583
Cl -2.955 -0.488 -1.128

Which structure wins on stability? *x* wins.

*w*
24
Properties=species:S:1:pos:R:3 method="wB97M-V/def2-TZVPD" spin_multiplicity=1 smiles=OC[C@H]1O[C@](O)(CO)[C@@H](O)[C@@H]1O
O 2.275 1.487 -0.645
C 2.476 0.825 0.503
H 3.324 0.220 0.495
C 1.109 0.030 0.875
H 1.164 -0.418 1.799
C 0.746 -1.281 0.102
O 1.048 -2.459 0.962
H 0.807 -3.090 0.196
H 1.333 -1.141 -0.980
C -0.659 -1.141 -0.323
O -1.091 -1.480 -1.514
H -0.929 -0.948 -2.335
H -1.274 -1.760 0.353
C -0.898 0.516 -0.232
O -0.113 0.874 0.646
O -0.570 0.899 -1.392
H -0.266 1.708 -1.363
C -2.402 0.791 0.125
O -2.644 0.529 1.255
H -2.108 0.776 2.061
H -2.487 1.933 -0.145
H -3.156 0.466 -0.517
H 2.499 1.739 1.294
H 1.818 0.924 -1.220

*x*
24
Properties=species:S:1:pos:R:3 method="wB97M-V/def2-TZVPD" spin_multiplicity=1 smiles="O=C(CO)[C@H](O)[C@H](O)[C@H](O)CO"
C 1.484 -1.652 -0.887
C 0.516 -1.720 0.332
C -0.668 -0.777 0.152
C -0.551 0.497 0.982
C -1.533 1.461 0.242
C -0.939 2.483 -0.711
H 1.345 0.180 -1.638
H 2.383 -2.249 -0.719
H 0.970 -2.028 -1.786
H 0.064 -2.703 0.459
H 1.909 -2.085 1.761
H -0.717 -0.420 -0.887
H -2.572 -0.904 0.375
H -0.903 0.334 1.999
H 1.278 0.415 1.405
H -1.717 2.776 -1.418
H -0.703 3.384 -0.107
H 0.774 1.766 -0.576
O 1.934 -0.354 -1.097
O 1.248 -1.413 1.545
O -1.832 -1.506 0.554
O 0.707 1.097 1.016
O -2.737 1.325 0.362
O 0.259 2.093 -1.358

Which structure wins on stability? *x* wins.

*w*
16
Properties=species:S:1:pos:R:3 method="wB97M-V/def2-TZVPD" spin_multiplicity=1 smiles="[H]/N=C/N.CSC"
C 1.730 0.066 -1.551
S 1.440 0.262 0.254
C 2.192 1.937 0.517
H 1.159 -0.777 -1.996
H 1.456 1.011 -2.020
H 2.687 -0.164 -2.073
H 2.886 1.961 -0.286
H 2.731 1.850 1.468
H 1.440 2.762 0.565
N -2.798 -0.411 1.221
C -2.455 -1.583 0.685
N -2.560 -1.949 -0.533
H -2.720 -0.303 2.221
H -3.247 0.386 0.808
H -2.102 -2.409 1.501
H -1.839 -2.639 -0.781

*x*
16
Properties=species:S:1:pos:R:3 method="wB97M-V/def2-TZVPD" spin_multiplicity=1 smiles="[H]/N=C/N.CCS"
C 1.935 -0.875 0.657
C 0.694 -1.073 0.043
S 0.209 -2.915 0.149
H 2.719 -1.349 0.060
H 2.024 -1.276 1.729
H 2.268 0.235 0.761
H 0.791 -0.812 -0.938
H -0.093 -0.436 0.426
N -0.469 3.592 0.091
C -1.046 2.615 -0.781
N -1.619 1.574 -0.303
H -0.955 3.612 0.984
H -0.440 4.532 -0.286
H -1.163 2.997 -1.842
H -2.593 1.753 -0.568
H -0.791 -2.777 -0.736

*y*
16
Properties=species:S:1:pos:R:3 method="wB97M-V/def2-TZVPD" spin_multiplicity=1 smiles=NCNCCS
C 0.111 0.469 0.314
C 0.443 1.845 -0.217
S -0.109 3.110 0.978
N 0.448 -0.563 -0.669
C 0.239 -1.893 -0.131
N -1.144 -2.122 0.255
H 0.677 0.315 1.229
H -0.954 0.439 0.564
H -0.055 2.009 -1.171
H 1.488 2.037 -0.365
H 0.814 4.038 0.705
H -0.156 -0.484 -1.481
H 0.615 -2.631 -0.842
H 0.876 -2.012 0.748
H -1.497 -3.060 0.249
H -1.795 -1.496 -0.166

Which structure wins on stability? *y* wins.

*w*
16
Properties=species:S:1:pos:R:3 method="wB97M-V/def2-TZVPD" spin_multiplicity=1 charge=+1
C 1.629 -1.141 0.334
C -0.339 1.121 -0.523
C -1.894 1.023 -0.322
N 0.981 -1.443 1.553
P 0.184 1.250 -2.342
P 0.457 -0.498 -1.094
H 2.455 -0.315 0.261
H 2.079 -1.926 -0.109
H 0.244 1.659 0.091
H -2.158 2.048 0.024
H -2.044 0.336 0.392
H -2.404 0.780 -1.157
H 0.621 -2.376 1.608
H 0.466 -0.690 1.977
H 1.484 1.596 -2.130
H -0.587 -1.348 -1.070

*x*
16
Properties=species:S:1:pos:R:3 method="wB97M-V/def2-TZVPD" spin_multiplicity=1 charge=+1
C -1.257 1.367 0.255
C 0.249 -0.752 0.426
C 1.471 -1.231 -0.408
N 0.132 1.026 -0.048
P -2.605 0.040 -0.331
P -1.220 -1.568 0.090
H -1.444 1.193 1.266
H -1.526 2.402 -0.179
H 0.489 -0.658 1.429
H 2.286 -0.629 -0.238
H 1.106 -1.500 -1.323
H 1.694 -2.254 -0.033
H 0.440 1.050 -0.967
H 0.719 1.655 0.437
H -3.215 -0.031 0.899
H -0.899 -2.015 -1.307

Which structure wins on stability? *x* wins.

*w*
9
Properties=species:S:1:pos:R:3 method="wB97M-V/def2-TZVPD" spin_multiplicity=1
C 2.114 0.129 0.054
C 1.441 1.083 0.859
N 2.462 -0.709 -0.630
O -1.105 1.743 -0.689
P -0.730 0.547 0.309
H 1.305 0.619 1.877
H 1.705 2.131 0.993
H -1.326 1.396 -1.576
H -0.308 -0.434 -0.694

*x*
9
Properties=species:S:1:pos:R:3 method="wB97M-V/def2-TZVPD" spin_multiplicity=1
C -0.038 0.854 0.348
C -0.691 1.572 -0.517
N 0.332 0.050 1.177
O 0.260 -1.427 -1.060
P 0.734 -1.300 0.279
H -1.780 1.571 -0.257
H -0.367 2.417 -1.076
H 0.231 -2.128 1.242
H 2.061 -1.177 0.535

Which structure wins on stability? *x* wins.

*w*
14
Properties=species:S:1:pos:R:3 method="wB97M-V/def2-TZVPD" spin_multiplicity=1 charge=+1
C -1.786 1.103 -0.547
C -1.120 -0.007 0.272
C 0.146 0.017 0.772
N 3.700 -0.116 -0.283
N -2.127 -1.141 0.110
H -2.515 1.725 0.054
H -2.292 0.716 -1.375
H -0.929 1.787 -0.798
H 0.382 -0.335 1.839
H 3.738 -1.080 -0.528
H 4.693 0.266 -0.383
H 2.828 0.271 0.035
H -1.751 -2.108 0.153
H -2.969 -1.099 0.679

*x*
14
Properties=species:S:1:pos:R:3 method="wB97M-V/def2-TZVPD" spin_multiplicity=1 charge=+1
C 0.108 -0.241 -1.424
C -0.354 0.102 -0.043
C 0.462 -0.207 1.158
N 1.785 -0.827 0.977
N -1.526 1.156 0.046
H -0.554 0.148 -2.234
H 1.211 0.013 -1.467
H -0.031 -1.398 -1.594
H 0.193 0.143 2.183
H 1.993 -1.371 0.130
H 2.177 -1.435 1.807
H -2.264 0.550 -0.326
H -1.810 1.260 1.067
H -1.390 2.108 -0.280

*y*
14
Properties=species:S:1:pos:R:3 method="wB97M-V/def2-TZVPD" spin_multiplicity=1 charge=+1
C 0.695 2.152 -1.120
C -0.423 1.831 -0.331
C -1.749 1.610 -1.054
N -2.914 1.511 -0.203
N -0.385 1.670 0.957
H 1.669 2.346 -0.673
H 0.603 2.219 -2.199
H -1.885 2.438 -1.753
H 19.654 -34.220 6.747
H -3.123 2.381 0.281
H -1.703 0.677 -1.624
H 0.550 1.847 1.352
H -2.723 0.856 0.553
H 18.996 -34.417 7.079

Which structure wins on stability? *x* wins.